Record 1
Density functional theory data (ωB97M-V with the def2-TZVPD basis set) for C11H16ClIN2OPW as an isolated structure in a non-equilibrium geometry.

Atoms and positions in Å:
C  -0.418186  -3.243064  -2.471886
I  0.315426  -3.260827  -0.351305
H  -1.502081  -3.112127  -2.444028
H  -0.149889  -4.235924  -2.842195
H  0.093787  -2.463275  -3.039199
W  -0.069677  -0.701276  -0.197151
P  -0.146845  1.007710  -1.841567
C  1.362625  1.706717  -2.594970
C  -1.261128  0.753903  -3.264324
H  -1.836335  2.054459  -0.446003
H  -1.114616  3.197499  -1.627021
H  -0.206249  2.748611  -0.149707
C  -0.901738  2.383797  -0.917270
H  -2.299741  0.685298  -2.918581
H  -1.154584  1.600882  -3.959427
H  1.078398  2.472283  -3.335436
H  1.930540  0.908978  -3.093478
H  -0.996243  -0.176149  -3.784312
H  1.995308  2.160094  -1.820510
C  1.895980  -0.578119  -0.536286
O  3.059817  -0.517524  -0.722869
Cl  -2.396691  -0.961843  -0.560210
N  3.147506  1.237678  4.974514
C  2.194970  0.774782  4.473651
C  1.017348  0.200425  3.847563
C  0.057056  -0.456247  4.621929
C  -1.071065  -0.957266  3.979012
C  -1.193546  -0.823441  2.597995
N  -0.170949  -0.328406  1.822707
C  0.881523  0.289182  2.462913
H  0.192869  -0.556683  5.699953
H  -1.862872  -1.460799  4.533110
H  -2.083914  -1.152881  2.068525
H  1.613185  0.803558  1.835848

Forces on the atoms, in the same order (eV/Å):
C -0.3641 -0.3890 -0.2433
I 0.1796 -1.4277 -1.1604
H 0.2230 0.0085 0.3177
H 0.1378 0.1054 0.2168
H 0.1627 -0.0940 0.3708
W -4.3409 -0.7606 1.5602
P -0.1111 2.9177 -2.6222
C 0.2746 -0.4270 0.3713
C -0.2070 -0.6975 0.1193
H 0.1134 0.2180 -0.1208
H 0.1093 -0.2476 0.0423
H -0.1968 0.0683 -0.1557
C 0.0158 -0.2841 0.7889
H 0.2480 0.0026 -0.0835
H 0.1371 -0.1940 0.3034
H -0.0115 -0.2876 0.3066
H -0.0871 0.2779 -0.0205
H -0.1244 0.2677 -0.0561
H -0.0927 -0.0418 -0.2212
C 7.8038 0.7013 -0.5943
O -5.7762 -0.3537 0.7217
Cl 1.3034 0.2564 0.1288
N -2.2498 -1.1121 -1.2190
C 1.7151 0.9689 0.8500
C 0.8946 0.6624 -0.2860
C -0.2701 -0.2172 -0.1304
C -0.1871 0.1068 -0.5302
C 0.0806 -0.5807 0.2299
N 0.4840 1.1970 0.6069
C -0.0628 -0.6265 0.3801
H -0.0296 0.0281 -0.2524
H 0.1059 0.2537 -0.1422
H 0.2224 -0.0739 0.1653
H -0.0998 -0.2256 0.3581

Values from the calculation:
Total charge = +3
Multiplicity = 3
Gap between HOMO and LUMO (alpha / beta) = 6.3 / 6.0 eV

Record 2
Density functional theory data (ωB97M-V with the def2-TZVPD basis set) for C12H36Ba2N2O12 as an isolated structure in a non-equilibrium geometry.

Atoms and positions in Å:
Ba  -0.665981  -0.899756  4.276610
Ba  -1.997641  3.660004  0.918690
N  0.156769  0.368404  0.642030
O  0.554029  -0.390396  -0.228290
O  -0.191831  1.510814  0.397460
O  0.176829  -0.056106  1.778450
N  -3.581391  0.294554  2.039060
O  -3.487791  1.541404  1.988780
O  -4.499751  -0.256426  1.458020
O  -2.654321  -0.347456  2.575260
C  4.199179  1.538984  -0.766180
C  3.755319  0.670984  0.461370
O  3.555479  -0.654116  -0.029130
H  4.931349  1.016524  -1.381860
H  4.613749  2.462104  -0.361100
H  3.387199  1.821284  -1.436320
H  2.904819  1.027514  1.042450
H  4.573639  0.603024  1.178190
H  2.604399  -0.783946  -0.043310
C  1.751159  -3.360156  1.801720
C  2.329569  -2.649256  3.075510
O  1.390709  -2.897046  4.082460
H  2.481249  -3.428616  0.995260
H  0.912419  -2.770226  1.432130
H  1.339159  -4.349726  1.999470
H  2.485279  -1.588116  2.880980
H  3.269139  -3.151166  3.306580
H  1.639799  -3.732306  4.484810
C  0.397319  -1.186186  -4.169430
C  0.754299  0.153274  -3.628900
O  -0.307661  0.519064  -2.734920
H  -0.423151  -1.113426  -4.883310
H  0.056509  -1.916916  -3.435960
H  1.205319  -1.569756  -4.792420
H  0.859829  0.920804  -4.395620
H  1.720199  0.135364  -3.124100
H  -0.037571  0.280874  -1.845020
C  -3.753861  -0.104416  -1.805020
C  -3.780771  1.389534  -1.599620
O  -2.496531  1.912964  -1.336980
H  -3.214521  -0.619476  -1.010090
H  -3.184361  -0.377206  -2.693490
H  -4.718671  -0.602976  -1.898220
H  -4.384041  1.737044  -0.760920
H  -4.261721  1.851124  -2.462010
H  -1.839361  1.427694  -1.841200
C  1.962709  4.281884  -0.559830
C  1.856959  4.868094  0.853780
O  0.487519  4.962264  1.190790
H  2.990449  4.325444  -0.920310
H  1.286239  4.764504  -1.265210
H  1.728879  3.217984  -0.599170
H  2.375839  5.819824  0.968090
H  2.302949  4.202444  1.592770
H  0.388279  5.501304  1.978950
C  -1.782301  -3.509286  0.499060
C  -3.268691  -3.428706  0.626620
O  -3.687401  -3.056156  1.918690
H  -1.288661  -2.537496  0.492320
H  -1.462061  -4.102896  -0.357200
H  -1.335881  -4.084626  1.310110
H  -3.692641  -4.405626  0.394280
H  -3.706831  -2.757396  -0.111940
H  -3.679151  -2.099726  1.836300

Forces on the atoms, in the same order (eV/Å):
Ba -0.0635 -0.5201 -1.6836
Ba 0.2060 -1.7511 -0.9793
N 0.9469 -1.0909 -1.4116
O 0.0658 -0.0957 -1.2103
O -0.9211 2.1689 -0.1352
O -0.3542 -0.5937 4.3019
N -0.9419 0.3165 -2.0322
O 0.5927 1.4610 0.3652
O 0.5708 -0.1095 0.8026
O 0.8356 -0.6133 1.3467
C -0.5452 0.2090 1.2728
C 1.2528 -0.2936 -1.5866
O -0.5537 -0.0537 0.6787
H 0.0932 -0.0663 0.4013
H 0.2841 0.1451 -0.2572
H -0.2438 -0.2113 0.1427
H -0.3569 0.2969 -0.3016
H 0.2008 0.1729 -0.0470
H -0.1688 -0.3240 -0.3067
C 0.2684 1.0552 0.0597
C 0.3465 -1.9186 -2.9790
O -1.1912 0.9685 1.8581
H 0.0431 0.0243 0.0734
H -0.0250 0.1111 -0.1395
H 0.3595 -0.0727 0.3312
H -0.0659 0.0260 0.2725
H 0.1638 0.4659 0.2625
H -0.2852 -0.1293 0.2461
C -0.0752 -0.6056 -1.6206
C -0.2766 -0.0062 0.4736
O -0.2408 1.0408 0.1396
H -0.2502 0.2504 0.0726
H 0.4774 0.1299 0.2560
H 0.2181 -0.3298 0.2769
H -0.3042 -0.0712 -0.1092
H -0.0078 -0.0457 0.3823
H 0.2931 -0.2763 0.1827
C 0.4879 -0.7471 0.1576
C -1.2797 -0.1245 -0.1480
O 0.3960 1.0565 0.8208
H -0.0737 0.1279 0.3773
H -0.0256 0.3092 -0.2700
H -0.1654 0.4332 0.0697
H -0.2369 -0.5132 0.2752
H 0.3584 0.2117 -0.3127
H 0.6782 -0.1646 -0.6151
C 0.1541 -0.1809 0.3818
C 1.2924 -0.9418 -0.6558
O -2.0709 0.1342 0.3290
H -0.0816 0.3539 -0.0369
H 0.1926 0.3505 0.0332
H -0.2222 -0.0549 0.3575
H -0.3280 0.2104 -0.2797
H 0.3003 -0.1838 -0.1403
H 0.2725 0.3069 0.1442
C 0.9974 -0.4080 0.0633
C -0.4507 -1.0178 -0.6013
O 0.2750 0.3361 0.1358
H 0.0173 0.1663 -0.1927
H -0.1383 0.3886 -0.4393
H -0.2545 0.0329 0.4521
H -0.0639 -0.0957 0.1775
H 0.0597 0.1806 -0.1243
H -0.4377 0.1697 0.6416

Values from the calculation:
Relative energy (zero: lowest compared OMol25 entry of this formula, charge and spin) = 39.5 kJ/mol
Total charge = +2
Gap between HOMO and LUMO = 7.5 eV

Record 3
Density functional theory data (ωB97M-V with the def2-TZVPD basis set) for C2H2Cl2S2 as an isolated structure in a non-equilibrium geometry.

Atoms and positions in Å:
C  -0.613513  0.747367  -0.681670
C  0.230095  -0.230062  0.004391
S  -0.923076  0.601197  -2.239827
S  -0.393334  -0.824440  1.540601
Cl  -1.287341  2.066130  0.210984
Cl  1.758689  0.464603  0.453544
H  0.443743  -1.309505  -0.972308
H  0.784736  -1.515290  1.684285

Forces on the atoms, in the same order (eV/Å):
C -0.9189 0.5743 -1.2628
C 1.1081 -3.7281 -2.1659
S -0.1789 0.0897 -0.4858
S -0.2748 -1.3479 0.6916
Cl 0.2883 -0.1912 0.4141
Cl 1.5396 0.8607 -0.6819
H -0.6204 3.5290 3.1615
H -0.9431 0.2135 0.3292

Values from the calculation:
Relative energy (zero: lowest compared OMol25 entry of this formula, charge and spin) = 169.7 kJ/mol
Total charge = 0
Gap between HOMO and LUMO = 8.3 eV

Record 4
Density functional theory data (ωB97M-V with the def2-TZVPD basis set) for an isolated ion of composition C2H8N3S and charge +1 in a non-equilibrium geometry.

Atoms and positions in Å:
N  -2.192268  -0.515097  -0.729616
N  -1.627824  0.080263  0.400398
C  -0.243403  -0.052856  0.620686
S  0.701696  -1.638625  0.363280
C  0.774189  -0.018083  -0.383518
N  2.143163  0.717143  -0.047975
H  -2.340448  -1.459034  -0.439671
H  -2.915843  0.024472  -1.303386
H  -2.079975  -0.222430  1.204162
H  -0.029391  0.472742  1.626866
H  0.519665  0.067709  -1.414075
H  2.038522  1.678427  -0.106555
H  2.754051  0.321773  -0.732872
H  2.497860  0.543593  0.942277

Forces on the atoms, in the same order (eV/Å):
N 0.3796 0.5973 -1.1152
N 0.7895 1.4294 -1.5176
C -0.8475 1.4242 2.7451
S 0.1244 -0.0744 -0.1652
C 1.5935 -0.2830 0.5961
N -1.6418 -2.6662 1.7259
H -1.0244 -0.6325 -1.0363
H 1.3956 -1.1630 1.8706
H -1.1258 -0.2020 1.8564
H -0.0702 -1.0504 -1.6124
H 0.0666 0.3028 -0.6922
H -0.0862 2.6310 -0.7250
H 1.0938 0.0642 -0.3861
H -0.6470 -0.3776 -1.5441

Values from the calculation:
SMILES string = NN[C@H]1S[C@@H]1[NH3+]
Relative energy (zero: lowest compared OMol25 entry of this formula, charge and spin) = 205.0 kJ/mol
Total charge = +1
Gap between HOMO and LUMO = 9.7 eV

no.,E_tot (eV)
1,-48400.374
2,-41947.284
3,-48819.381
4,-17500.282